(1)
Below is an isolated molecule of C3H4NOP at a distorted geometry, with properties calculated with the ωB97M-V functional and the def2-TZVPD basis.

Its LUMO energy is -0.008 eV. As for the spin multiplicity: 1.

XYZ file:
```
10
C3H4NOP the ωB97M-V functional and the def2-TZVPD basis
C -0.7838 1.3782 -0.9249
C -0.4223 -1.0289 0.7404
C 0.5326 1.0057 -0.9021
N -1.9139 1.6568 -0.9642
O 2.2896 -0.7188 0.5714
P 1.0207 -0.2085 0.1817
H -0.2933 -1.2726 1.8629
H -1.3768 -0.5273 0.7283
H -0.3109 -1.9377 0.2328
H 1.2581 1.6532 -1.5263
```

Atomic partial charges in e from the Mulliken method, atoms 1 to 5: 0.25 -0.85 -0.33 -0.44 -0.64

(2)
Below is C29H51F2N4O32S8Si as an isolated structure at a distorted geometry, with properties calculated with the ωB97M-V functional and the def2-TZVPD basis.

Its LUMO energy is -2.668 eV. As for the spin multiplicity: 1. As for the total charge: +1.

XYZ file:
```
127
C29H51F2N4O32S8Si the ωB97M-V functional and the def2-TZVPD basis
C -2.3377 1.7374 0.8367
Si -1.0848 0.2986 0.4151
C -1.8485 -0.9844 -0.8612
C 0.5037 1.0043 -0.5003
C 1.1952 2.0996 0.5048
C 2.8191 2.3280 0.2217
F 3.3659 3.3644 1.1340
F 2.9335 2.7894 -1.1969
C 3.5324 0.8712 0.5064
N 3.8259 0.3332 1.8903
C 4.4127 -1.0148 1.5131
N 4.7676 -1.8251 2.5634
N 4.4619 -1.1995 0.0121
N 3.9383 -0.0712 -0.6447
C -0.4691 -0.6490 1.9930
C -0.1760 -2.2601 1.8297
C 0.3074 -3.2667 3.0344
C 0.5091 -2.5964 4.5385
C 0.2588 -0.9632 4.7423
C -0.2310 0.0117 3.4751
H -3.4154 1.3308 0.6186
H -2.1614 2.6358 0.0755
H -2.2116 2.1161 1.9573
H -2.6756 -1.6618 -0.3852
H -0.9285 -1.6057 -1.2962
H -2.2779 -0.3566 -1.7540
H 1.1647 0.0537 -0.7233
H 0.2086 1.4431 -1.5647
H 1.1083 1.7148 1.6313
H 0.5925 3.1062 0.4404
H 5.4431 -2.6221 2.5324
H 4.3000 -1.6316 3.4901
H 4.8225 -2.0702 -0.4359
H 3.8101 0.0948 -1.6832
H -0.3445 -2.7397 0.7582
H 0.4670 -4.4245 2.8239
H 0.8564 -3.3264 5.3863
H 0.4134 -0.4918 5.8217
H -0.4063 1.1772 3.6578
C 8.3051 0.2715 -2.9910
C 7.8046 -0.8816 -3.8567
O 6.5850 -1.3021 -3.2495
S 5.8580 -0.0094 -2.5705
O 4.8619 0.4852 -3.4947
O 5.5655 -0.3221 -1.1910
O 7.1377 0.9998 -2.6140
H 8.7844 -0.0993 -2.0792
H 9.0016 0.9198 -3.5294
H 8.5177 -1.7082 -3.9023
H 7.5765 -0.5417 -4.8724
C -2.7824 -1.0370 -6.8873
C -1.3304 -0.8250 -6.4674
O -1.3974 -0.3042 -5.1419
S -2.7036 -0.9303 -4.3921
O -2.2692 -2.0540 -3.5923
O -3.4899 0.1579 -3.8592
O -3.4517 -1.5099 -5.7196
H -3.2478 -0.0927 -7.1877
H -2.8754 -1.7622 -7.7001
H -0.8028 -0.1325 -7.1276
H -0.7882 -1.7758 -6.4296
C -1.7288 5.6550 1.8170
C -1.7554 6.7177 2.9123
O -2.7907 6.3093 3.8034
S -2.8661 4.6800 3.8170
O -2.1229 4.2035 4.9623
O -4.2273 4.2832 3.5413
O -1.9679 4.4158 2.4823
H -2.5349 5.8143 1.0936
H -0.7701 5.6271 1.2921
H -1.9572 7.7167 2.5186
H -0.8140 6.7306 3.4718
C 2.4118 -6.1266 -0.2520
C 1.9791 -4.6659 -0.1577
O 2.9472 -4.0435 0.6837
S 4.3880 -4.7764 0.4660
O 5.1575 -3.9894 -0.4719
O 4.8950 -5.1801 1.7569
O 3.8368 -6.0989 -0.3120
H 2.1193 -6.6829 0.6444
H 2.0024 -6.6221 -1.1365
H 0.9760 -4.5548 0.2608
H 2.0202 -4.1787 -1.1377
C -6.0553 9.0446 -0.1086
C -6.2185 7.5564 -0.4058
O -5.2609 7.2719 -1.4231
S -3.9651 8.2407 -1.2169
O -2.9556 7.4968 -0.4967
O -3.7014 8.9224 -2.4627
O -4.6531 9.2966 -0.1827
H -6.5518 9.6553 -0.8696
H -6.4392 9.3128 0.8793
H -7.2269 7.3075 -0.7449
H -5.9697 6.9498 0.4713
C 1.7083 -10.9216 -0.4049
C 0.4337 -11.4603 -1.0489
O 0.0380 -10.4611 -1.9859
S 1.3714 -9.7294 -2.5749
O 1.6997 -10.3423 -3.8428
O 1.2221 -8.3027 -2.4056
O 2.4243 -10.2774 -1.4574
H 1.4776 -10.1718 0.3587
H 2.3146 -11.7162 0.0381
H -0.3587 -11.6390 -0.3182
H 0.6321 -12.3836 -1.6034
C 5.1330 -2.8337 7.9080
C 4.6325 -3.9868 7.0423
O 3.4129 -4.4072 7.6494
S 2.6859 -3.1146 8.3285
O 1.6898 -2.6200 7.4042
O 2.3934 -3.4273 9.7080
O 3.9656 -2.1054 8.2849
H 5.6123 -3.2045 8.8197
H 5.8295 -2.1854 7.3696
H 5.3455 -4.8134 6.9967
H 4.4044 -3.6469 6.0265
C -9.4633 5.9016 -3.8118
C -10.3857 6.9517 -4.4252
O -9.8606 8.2059 -3.9964
S -8.2408 8.0806 -3.8517
O -7.6384 8.5970 -5.0607
O -7.8640 8.5285 -2.5312
O -8.1502 6.4533 -3.8935
H -9.6991 5.7388 -2.7552
H -9.5103 4.9486 -4.3454
H -11.4224 6.8363 -4.1002
H -10.3423 6.9236 -5.5191
```

Atomic partial charges in e from the Mulliken method, atoms 1 to 5: -0.63 0.25 -0.58 -0.12 -0.62

(3)
Below is a 2-piece molecular cluster, C10H16 overall at a distorted geometry, with properties calculated with the ωB97M-V functional and the def2-TZVPD basis.

Its LUMO energy is 1.000 eV. As for the spin multiplicity: 1. As for the SMILES: CCc1ccccc1.CC.

XYZ file:
```
26
C10H16 the ωB97M-V functional and the def2-TZVPD basis
C -0.9015 -0.8961 -1.2762
C -1.1186 -0.8298 -2.7849
C 0.0114 0.1809 -0.7828
C -0.4407 1.1091 0.1445
C 1.2962 0.3592 -1.2793
C 0.3781 2.0746 0.7081
C 2.1183 1.3577 -0.7750
C 1.6847 2.1689 0.2630
H -1.8603 -0.9875 -0.7711
H -0.4991 -1.8840 -0.9936
H -1.4592 0.1726 -3.0486
H -1.4728 0.9978 0.4597
H 1.7275 -0.3731 -1.9525
H 0.0316 2.7351 1.4904
H 3.1132 1.4096 -1.1934
H 2.4045 2.7905 0.7813
H -1.9032 -1.5009 -3.1275
H -0.2284 -1.0461 -3.3813
C -0.4113 -2.4790 2.6479
C -1.6802 -1.6188 2.6141
H -0.3564 -3.1765 1.8177
H 0.4954 -1.8725 2.6686
H -0.3843 -3.0328 3.5879
H -1.4965 -0.6718 2.0993
H -1.9380 -1.3089 3.6296
H -2.5289 -2.1453 2.1891
```

Atomic partial charges in e from the Mulliken method, atoms 1 to 5: -0.59 -1.28 0.45 -0.20 -0.25

(4)
Below is an isolated molecule of C6H10N2OS at a distorted geometry, with properties calculated with the ωB97M-V functional and the def2-TZVPD basis.

Its LUMO energy is -0.383 eV. As for the spin multiplicity: 1.

XYZ file:
```
20
C6H10N2OS the ωB97M-V functional and the def2-TZVPD basis
C -0.3545 -1.6341 -0.3346
C 0.4179 1.1778 -0.9979
C -0.9184 0.7057 -0.2849
C 1.3822 1.5937 0.1957
C -0.6095 -0.5852 0.3757
C -0.5326 -0.6073 1.8744
N -0.1245 -2.4646 -1.2165
N 2.1250 0.4915 0.7392
O 3.0263 -0.6262 -1.3553
S 2.8761 -0.6490 0.0998
H 0.8656 0.3983 -1.6225
H 0.4451 2.1870 -1.4871
H -1.2663 1.4921 0.3077
H -1.6429 0.5485 -1.0443
H 2.0702 2.2654 -0.2708
H 0.8322 1.8521 1.0913
H -0.0697 0.2951 2.2369
H 0.1845 -1.4462 2.1438
H -1.4605 -0.7764 2.3940
H 0.8330 -2.6718 -1.4690
```

Atomic partial charges in e from the Mulliken method, atoms 1 to 5: 0.50 -0.49 -1.12 -0.68 0.30

no.,Kohn-Sham gap (eV)
1,9.4281
2,7.4799
3,10.0481
4,7.9796